Here is a single C3H8O molecule from the Open Molecules 2025 dataset. Energies are from wB97M-V/def2-TZVPD.

XYZ file:
```
12
C3H8O, DFT wB97M-V/def2-TZVPD
C 1.238 -0.735 0.511
C 0.318 0.399 0.064
C -1.056 -0.072 -0.394
O -1.969 1.005 -0.517
H 0.706 -1.434 1.167
H 2.094 -0.343 1.068
H 1.626 -1.306 -0.339
H 0.160 1.108 0.888
H 0.790 0.963 -0.754
H -1.483 -0.762 0.345
H -0.970 -0.624 -1.344
H -1.455 1.800 -0.695
```

The calculation puts the energy relative to the best compared isomer or geometry (same formula, charge and spin) at 21.7 kJ/mol. The value obtained for the largest force on an atom is 0.0079 Eh/bohr. The SMILES is CCCO. The HOMO energy comes out at -10.3 eV. The value obtained for the energy is -194.32767 a.u.